{
  "formula": "C21H75Br9O18",
  "method": "ωB97M-V/def2-TZVPD",
  "lumo_energy_ha": -0.00836,
  "gap_ev": 9.49,
  "e_tot_ev": -690222.5600,
  "species": ["C", "O", "H", "H", "H", "H", "C", "O", "H", "H", "H", "H", "C", "O", "H", "H", "H", "H", "C", "O", "H", "H", "H", "H", "C", "O", "H", "H", "H", "H", "C", "O", "H", "H", "H", "H", "C", "O", "H", "H", "H", "H", "C", "O", "H", "H", "H", "H", "C", "O", "H", "H", "H", "H", "C", "O", "H", "H", "H", "H", "C", "O", "H", "H", "H", "H", "C", "O", "H", "H", "H", "H", "C", "O", "H", "H", "H", "H", "C", "O", "H", "H", "H", "H", "C", "O", "H", "H", "H", "H", "C", "O", "H", "H", "H", "H", "C", "O", "H", "H", "H", "H", "C", "O", "H", "H", "H", "H", "C", "Br", "Br", "Br", "H", "C", "Br", "Br", "Br", "H", "C", "Br", "Br", "Br", "H"],
  "coordinates": [[17.125, 8.331, 11.235], [18.324, 8.867, 10.755], [17.161, 8.402, 12.333], [16.380, 9.111, 10.947], [16.848, 7.337, 10.885], [18.748, 8.124, 10.285], [10.148, 13.948, 17.560], [11.012, 13.001, 16.891], [9.188, 14.019, 17.000], [9.718, 13.399, 18.490], [10.593, 14.866, 17.835], [11.933, 13.150, 17.112], [15.360, 19.149, 15.952], [14.747, 17.921, 15.714], [14.798, 19.973, 15.420], [15.314, 19.400, 17.075], [16.459, 19.206, 15.663], [14.263, 18.082, 14.907], [8.857, 11.894, 12.843], [9.242, 13.279, 12.712], [8.578, 11.559, 13.855], [7.958, 11.802, 12.246], [9.636, 11.196, 12.552], [9.957, 13.474, 13.399], [7.643, 17.180, 18.963], [7.549, 15.893, 18.397], [7.119, 17.971, 18.484], [7.229, 17.062, 19.954], [8.693, 17.487, 19.130], [7.312, 16.025, 17.461], [10.750, 12.436, 9.526], [11.489, 13.348, 10.395], [11.231, 11.444, 9.458], [9.736, 12.279, 9.826], [10.720, 12.906, 8.543], [11.058, 13.349, 11.257], [12.764, 17.218, 18.320], [14.093, 16.860, 17.978], [12.170, 17.498, 17.469], [12.241, 16.467, 18.862], [12.810, 18.087, 18.991], [14.184, 17.116, 17.030], [6.180, 13.186, 15.387], [7.325, 13.924, 15.015], [5.533, 13.829, 16.037], [5.544, 12.946, 14.541], [6.471, 12.409, 16.082], [7.677, 13.484, 14.205], [8.903, 8.186, 14.412], [10.205, 8.725, 14.566], [8.449, 7.825, 15.392], [8.205, 8.943, 13.943], [9.018, 7.431, 13.706], [10.206, 9.439, 15.266], [10.556, 9.161, 18.021], [10.399, 10.039, 16.925], [9.780, 8.435, 18.087], [11.473, 8.568, 17.914], [10.581, 9.634, 18.982], [10.706, 10.982, 17.037], [11.963, 14.896, 14.060], [11.110, 13.732, 14.309], [12.343, 15.445, 14.934], [12.893, 14.546, 13.553], [11.494, 15.606, 13.309], [10.964, 13.501, 15.237], [15.338, 18.767, 12.519], [14.024, 18.848, 13.166], [15.882, 19.639, 12.895], [15.892, 17.861, 12.789], [15.274, 18.742, 11.452], [13.335, 18.730, 12.520], [14.107, 15.270, 9.598], [12.956, 15.739, 10.260], [14.712, 16.180, 9.282], [14.753, 14.752, 10.276], [13.865, 14.743, 8.700], [12.358, 15.022, 10.484], [14.868, 13.069, 16.934], [13.679, 13.812, 16.918], [14.851, 12.458, 15.990], [15.767, 13.693, 16.718], [14.862, 12.398, 17.786], [13.758, 14.601, 17.468], [7.227, 17.481, 14.669], [6.999, 16.622, 15.751], [6.289, 17.704, 14.198], [7.870, 18.292, 15.052], [7.802, 16.973, 13.879], [7.091, 15.688, 15.426], [13.387, 9.025, 16.251], [13.489, 10.392, 16.565], [13.977, 8.782, 15.372], [13.984, 8.463, 16.983], [12.420, 8.619, 16.064], [13.088, 10.917, 15.874], [12.032, 19.057, 9.796], [12.904, 18.386, 10.720], [11.752, 18.448, 8.969], [11.095, 19.388, 10.304], [12.612, 19.852, 9.363], [12.770, 17.420, 10.769], [8.781, 16.197, 11.058], [8.470, 14.830, 10.685], [9.340, 16.267, 11.969], [9.416, 16.562, 10.238], [7.869, 16.785, 11.116], [8.520, 14.307, 11.500], [11.550, 20.885, 13.767], [10.776, 21.742, 15.350], [11.788, 22.029, 12.271], [10.659, 19.200, 13.350], [12.539, 20.569, 14.082], [17.548, 12.077, 12.931], [16.877, 10.681, 14.097], [17.627, 13.815, 13.903], [16.428, 12.083, 11.350], [18.569, 11.725, 12.683], [12.066, 9.034, 12.187], [13.243, 10.643, 12.003], [13.041, 7.355, 12.032], [10.724, 9.012, 10.810], [11.587, 9.065, 13.214]]
}